Density functional theory data (the ωB97M-V functional and the def2-TZVPD basis) for the molecule C5H6N2.

## Properties
Relative energy (zero: lowest compared OMol25 entry of this formula, charge and spin) in kcal per mole: 60.8
SMILES string: N#C[C@H]1C[C@H]2CN21

Last column: Löwdin charge in e.
Element x y z (Å)
N  2.62  -1.12  1.01  0.160
C  1.65  -0.50  0.89  -0.187
C  0.66  0.53  0.55  -0.293
C  0.32  0.58  -0.96  -0.080
C  -1.10  0.35  -0.50  -0.236
C  -1.14  -0.91  0.28  -0.105
N  -0.78  0.34  0.96  0.006
H  1.04  1.47  0.95  0.147
H  0.71  -0.25  -1.56  0.117
H  0.55  1.53  -1.44  0.112
H  -1.96  0.94  -0.82  0.137
H  -0.28  -1.61  0.29  0.113
H  -2.12  -1.34  0.46  0.110

***

Density functional theory data (the ωB97M-V functional and the def2-TZVPD basis) for C21H34AlClF3N3O4 as an isolated structure.

## Properties
Relative energy (zero: lowest compared OMol25 entry of this formula, charge and spin) in kcal per mole: 10.7

Last column: Löwdin charge in e.
Element x y z (Å)
O  2.46  -0.06  -2.87  -0.161
C  1.54  0.17  -3.65  -0.345
C  0.84  1.47  -3.76  -0.243
C  1.34  2.64  -3.16  -0.068
H  2.06  2.56  -2.35  0.073
C  0.99  3.88  -3.69  -0.123
H  1.42  4.79  -3.28  0.089
C  0.07  3.96  -4.75  -0.151
H  -0.11  4.92  -5.24  0.081
C  -0.61  2.81  -5.17  -0.130
H  -1.43  2.90  -5.89  0.088
C  -0.24  1.57  -4.66  -0.101
H  -0.73  0.65  -5.01  0.092
H  1.17  -0.62  -4.33  0.083
C  -2.49  -1.47  -1.24  -0.102
C  -2.23  -0.23  -0.39  -0.428
H  -3.11  -1.21  -2.10  0.082
H  -3.00  -2.26  -0.69  0.065
H  -1.54  -1.86  -1.62  0.070
C  -2.75  0.98  -0.80  -0.140
C  -4.12  1.28  -1.29  -0.064
H  -2.12  1.85  -0.83  0.100
H  -4.05  1.70  -2.30  0.094
H  -4.58  2.06  -0.66  0.094
H  -4.77  0.39  -1.29  0.082
Al  -0.79  -0.25  0.92  -0.200
Cl  -3.05  -0.82  1.57  0.540
C  -1.15  0.07  3.69  -0.229
O  -0.47  -0.48  2.76  -0.029
N  -0.93  -0.24  4.96  -0.150
C  -0.06  -1.35  5.35  -0.007
C  -1.76  0.33  6.01  -0.027
H  -1.92  0.83  3.47  0.138
H  0.65  -1.56  4.56  0.094
H  -0.65  -2.25  5.58  0.105
H  0.47  -1.04  6.26  0.094
H  -2.11  1.32  5.69  0.100
H  -1.17  0.44  6.92  0.093
H  -2.64  -0.29  6.22  0.102
H  5.15  1.40  -0.35  0.086
H  4.39  1.85  1.69  0.088
C  4.16  1.32  -0.81  -0.037
C  3.32  1.81  1.46  -0.019
N  3.18  1.03  0.24  -0.140
H  4.13  0.54  -1.58  0.077
C  2.14  0.23  0.04  -0.171
O  1.13  0.23  0.80  0.016
H  2.77  1.35  2.28  0.092
H  2.24  -0.46  -0.82  0.118
H  3.92  2.29  -1.29  0.092
H  2.97  2.84  1.30  0.108
H  -0.02  -5.40  1.51  0.100
H  2.04  -5.44  -0.18  0.100
C  -0.53  -4.82  0.74  0.001
C  1.41  -4.82  -0.84  -0.019
N  0.45  -4.06  -0.05  -0.150
H  -1.25  -4.14  1.20  0.096
C  0.46  -2.74  -0.07  -0.147
O  -0.34  -2.05  0.65  0.006
H  2.04  -4.11  -1.38  0.099
H  1.19  -2.26  -0.75  0.155
H  -1.04  -5.53  0.08  0.101
H  0.89  -5.48  -1.55  0.102
F  -0.03  2.16  2.16  0.028
C  -0.87  1.79  1.14  -0.513
F  -2.03  2.46  1.41  0.045
F  -0.31  2.43  0.04  0.028

***

Density functional theory data (the ωB97M-V functional and the def2-TZVPD basis) for C13H17ClCuIN4O as an isolated structure.

## Properties
Relative energy (zero: lowest compared OMol25 entry of this formula, charge and spin) in kcal per mole: 29.3
2S+1: 2
⟨S²⟩: 0.7943
Total charge: +1

Last column: Löwdin charge in e.
Element x y z (Å)
Cu  -0.68  0.97  0.33  0.483
N  -2.23  1.94  -0.66  -0.024
C  -2.27  1.71  -2.12  -0.211
C  -2.75  0.34  -2.46  -0.280
N  -2.06  -0.67  -1.81  -0.089
C  -2.12  -1.97  -2.51  -0.198
C  -0.92  -2.17  -3.45  -0.264
N  0.37  -2.10  -2.76  0.005
H  -1.99  2.89  -0.52  0.067
H  -3.17  1.88  -0.21  0.123
H  -2.81  2.49  -2.62  0.121
H  -1.22  1.73  -2.35  0.115
H  -3.82  0.21  -2.23  0.136
H  -2.60  0.25  -3.53  0.127
H  -2.42  -0.75  -0.87  0.094
H  -2.09  -2.77  -1.75  0.122
H  -3.06  -2.05  -3.14  0.129
H  -1.02  -3.15  -3.90  0.103
H  -0.91  -1.46  -4.26  0.103
H  0.67  -1.17  -2.61  0.035
H  0.30  -2.55  -1.86  0.039
Cl  3.97  -0.70  5.09  0.756
C  3.37  -0.47  3.45  -0.520
C  3.74  -1.36  2.40  -0.136
C  2.95  -1.49  1.26  -0.577
I  3.60  -2.79  -0.27  0.982
C  1.72  -0.73  1.11  -0.376
O  0.86  -0.96  0.24  0.001
C  1.54  0.37  2.10  -0.102
N  0.54  1.24  1.84  0.030
C  0.44  2.28  2.67  -0.092
C  1.23  2.56  3.80  0.018
C  2.24  1.62  4.08  0.012
C  2.40  0.54  3.23  -0.186
H  4.59  -1.99  2.62  0.103
H  -0.38  3.02  2.45  0.132
H  1.07  3.50  4.27  0.109
H  2.90  1.74  4.94  0.109

***

Density functional theory data (the ωB97M-V functional and the def2-TZVPD basis) for C17H39LuOP3S as an isolated structure.

## Properties
E_tot in eV: -92603.75775
Total charge: +3

Last column: Löwdin charge in e.
Element x y z (Å)
Lu  0.30  -0.43  -0.48  1.193
P  -1.97  0.55  0.76  0.680
P  1.75  -0.29  1.94  0.694
P  -0.92  -2.62  0.71  0.681
H  1.38  -0.26  -2.93  0.062
C  0.46  -0.88  -2.86  -0.293
C  -0.81  -0.31  -2.64  -0.269
H  -1.00  0.75  -2.87  0.073
C  -2.13  2.35  0.50  -0.263
C  -2.14  0.50  2.59  -0.247
C  -3.64  -0.01  0.24  -0.244
C  3.43  -0.97  1.67  -0.260
C  2.17  1.40  2.50  -0.261
C  1.27  -1.07  3.52  -0.251
C  -2.06  -3.44  -0.46  -0.270
C  -1.85  -3.03  2.24  -0.238
C  0.43  -3.85  0.94  -0.291
H  0.57  -1.86  -3.34  0.004
H  -1.72  -0.92  -2.66  0.062
H  -2.04  2.59  -0.57  0.050
H  -1.36  2.89  1.06  0.048
H  -3.12  2.69  0.86  0.071
H  -1.31  1.04  3.06  0.041
H  -2.13  -0.53  2.97  0.016
H  -3.09  0.97  2.89  0.077
H  -3.76  0.16  -0.83  0.058
H  -4.41  0.57  0.78  0.073
H  -3.80  -1.07  0.44  0.024
H  4.01  -0.96  2.61  0.075
H  3.95  -0.34  0.92  0.057
H  3.35  -1.99  1.29  0.037
H  2.78  1.34  3.41  0.073
H  1.26  1.96  2.73  0.045
H  2.75  1.93  1.73  0.054
H  2.02  -0.84  4.29  0.075
H  1.18  -2.15  3.42  0.031
H  0.30  -0.66  3.86  0.039
H  -2.11  -4.50  -0.17  0.069
H  -1.70  -3.37  -1.50  -0.005
H  -3.06  -2.99  -0.39  0.052
H  -1.99  -4.12  2.27  0.079
H  -2.83  -2.54  2.23  0.051
H  -1.29  -2.72  3.13  0.047
H  -0.02  -4.86  0.98  0.070
H  0.98  -3.66  1.87  0.043
H  1.11  -3.81  0.08  -0.021
C  1.01  -5.53  -3.73  -0.548
C  2.05  -6.47  -3.58  -0.076
C  2.35  -7.37  -4.61  -0.021
C  1.58  -7.37  -5.78  -0.008
C  0.54  -6.45  -5.93  -0.020
C  0.26  -5.53  -4.91  -0.075
S  0.64  -4.43  -2.40  1.188
H  1.43  -3.34  -2.68  -0.039
H  2.60  -6.47  -2.63  0.115
H  3.16  -8.09  -4.49  0.136
H  1.79  -8.12  -6.55  0.138
H  -0.06  -6.47  -6.85  0.134
H  -0.56  -4.81  -5.01  0.115
O  1.03  1.80  -0.71  -0.147
H  1.18  2.29  -1.55  0.122
H  0.97  2.51  -0.02  0.098

***

Density functional theory data (the ωB97M-V functional and the def2-TZVPD basis) for a 2-piece molecular cluster, C4HF2N overall.

## Properties
Relative energy (zero: lowest compared OMol25 entry of this formula, charge and spin) in kcal per mole: 172.7

Last column: Löwdin charge in e.
Element x y z (Å)
C  -1.72  -0.53  -1.07  -0.079
C  -2.54  -0.94  -1.76  0.050
C  1.54  0.21  -0.26  -0.087
C  0.42  0.28  0.74  -0.385
N  2.41  0.00  -1.00  0.193
F  0.55  -0.60  1.79  0.075
F  0.17  1.50  1.20  0.083
H  -0.83  0.08  0.36  0.149

***

Density functional theory data (the ωB97M-V functional and the def2-TZVPD basis) for the molecule C2H4O3.

## Properties
Relative energy (zero: lowest compared OMol25 entry of this formula, charge and spin) in kcal per mole: 33.2
SMILES string: O=C(O)CO

Last column: Löwdin charge in e.
Element x y z (Å)
O  -2.07  -0.54  -0.21  0.168
C  -1.14  0.12  -0.28  -0.515
O  -1.07  1.48  -0.07  0.099
C  0.33  -0.57  -0.02  -0.113
O  1.48  0.32  -0.38  -0.102
H  -0.11  1.51  0.02  0.065
H  0.25  -0.90  1.14  0.166
H  0.30  -1.53  -0.64  0.127
H  2.02  0.11  0.43  0.105

***

Density functional theory data (the ωB97M-V functional and the def2-TZVPD basis) for the molecule CH6N4.

## Properties
Relative energy (zero: lowest compared OMol25 entry of this formula, charge and spin) in kcal per mole: 44.3
SMILES string: [H]/N=C(\N)NN

Last column: Löwdin charge in e.
Element x y z (Å)
H  -2.39  -0.21  -0.25  -0.001
N  -1.73  -0.88  -0.02  0.123
C  -0.60  -0.31  0.02  -0.553
N  -0.20  1.08  -0.03  -0.005
N  0.62  -1.03  0.23  -0.145
N  1.74  -0.35  -0.17  -0.067
H  0.13  1.41  0.95  0.126
H  -1.17  1.71  -0.24  0.171
H  0.53  -2.08  -0.23  0.191
H  1.81  0.34  0.62  0.078
H  1.26  0.32  -0.87  0.082

***

Density functional theory data (the ωB97M-V functional and the def2-TZVPD basis) for a 2-piece molecular cluster, C5H10O2 overall.

## Properties
Relative energy (zero: lowest compared OMol25 entry of this formula, charge and spin) in kcal per mole: 75.8
SMILES string: C=CO[C@H](C)C=O.[H][H]

Last column: Löwdin charge in e.
Element x y z (Å)
C  -0.12  0.42  2.19  0.025
C  -0.18  -0.73  1.52  -0.247
O  -0.50  -0.91  0.21  -0.083
C  -0.71  0.25  -0.57  -0.367
C  -0.88  -0.22  -2.01  -0.022
C  0.48  1.21  -0.53  -0.235
O  1.62  0.86  -0.67  0.049
H  -0.37  1.39  1.76  0.053
H  0.23  0.42  3.22  0.060
H  0.06  -1.68  1.98  0.118
H  -1.61  0.77  -0.21  0.150
H  -1.69  -0.95  -2.08  0.089
H  0.05  -0.69  -2.33  0.094
H  -1.10  0.63  -2.67  0.090
H  0.22  2.29  -0.44  0.132
H  2.32  -1.84  0.50  0.058
H  2.17  -1.22  0.12  0.036

***

Density functional theory data (the ωB97M-V functional and the def2-TZVPD basis) for C9H18AlNO as an isolated structure.

## Properties
Relative energy (zero: lowest compared OMol25 entry of this formula, charge and spin) in kcal per mole: 14.6
Total charge: +2

Last column: Löwdin charge in e.
Element x y z (Å)
Al  0.83  0.09  -4.87  1.097
C  -2.02  1.51  -1.11  0.001
C  -0.86  0.92  -0.27  -0.434
C  -1.62  0.26  0.95  -0.106
C  -0.77  -0.64  1.84  -0.157
C  0.07  -1.63  1.03  -0.114
C  0.90  -0.92  -0.09  -0.422
N  -0.01  -0.09  -0.95  0.077
O  0.57  0.37  -1.90  0.029
C  1.40  -2.14  -0.88  -0.025
C  2.09  -0.16  0.52  0.018
C  -0.12  2.13  0.27  -0.003
H  -1.64  2.31  -1.76  0.092
H  -2.75  1.93  -0.43  0.114
H  -2.38  0.75  -1.80  0.100
H  -2.48  -0.21  0.47  0.129
H  -1.93  1.05  1.63  0.135
H  -1.45  -1.20  2.49  0.133
H  -0.17  -0.09  2.57  0.122
H  -0.54  -2.41  0.58  0.135
H  0.80  -1.98  1.76  0.141
H  1.75  -2.95  -0.24  0.114
H  2.23  -1.93  -1.55  0.093
H  0.58  -2.57  -1.45  0.098
H  2.49  0.68  -0.04  0.104
H  2.94  -0.83  0.61  0.115
H  1.89  0.12  1.56  0.097
H  0.76  1.98  0.89  0.089
H  -0.76  2.89  0.73  0.126
H  0.19  2.74  -0.58  0.103

***

Density functional theory data (the ωB97M-V functional and the def2-TZVPD basis) for C28H22AsF5N6O4PS4TeW as an isolated structure.

## Properties
Relative energy (zero: lowest compared OMol25 entry of this formula, charge and spin) in kcal per mole: 27.1
Total charge: -1

Last column: Löwdin charge in e.
Element x y z (Å)
W  -0.56  -0.43  0.87  1.133
C  -2.01  -0.22  -3.43  -0.108
C  -1.90  0.05  -2.09  -0.148
N  -0.84  -0.40  -1.38  -0.019
C  0.10  -1.10  -2.07  -0.188
C  -0.09  -1.40  -3.43  -0.067
N  -1.12  -0.97  -4.10  0.083
C  1.30  -1.34  -1.34  -0.194
C  2.46  -1.97  -1.80  0.067
C  3.63  -1.84  -1.08  -0.161
C  3.65  -0.96  0.03  0.046
C  2.47  -0.38  0.44  -0.258
N  1.28  -0.71  -0.13  -0.055
C  2.28  0.71  1.39  -0.210
C  3.28  1.48  1.97  -0.059
N  3.00  2.58  2.65  0.089
C  1.71  2.90  2.76  -0.104
C  0.68  2.14  2.24  -0.125
N  0.96  1.02  1.54  -0.088
C  4.85  -2.57  -1.44  -0.175
C  5.62  -3.17  -0.45  -0.002
C  6.77  -3.85  -0.82  -0.140
N  7.20  -3.97  -2.08  0.049
C  6.45  -3.40  -3.02  -0.155
C  5.28  -2.70  -2.76  -0.017
H  -2.87  0.15  -3.97  0.110
H  -2.67  0.59  -1.56  0.055
H  0.65  -2.00  -3.96  0.117
H  2.44  -2.55  -2.71  0.123
H  4.57  -0.75  0.54  0.128
H  4.32  1.21  1.84  0.118
H  1.47  3.79  3.31  0.109
H  -0.36  2.40  2.39  0.084
H  5.30  -3.15  0.59  0.115
H  7.38  -4.33  -0.06  0.104
H  6.80  -3.50  -4.04  0.101
H  4.73  -2.24  -3.58  0.111
S  -1.30  -2.81  5.31  -0.205
As  -1.33  -2.37  3.32  0.013
S  -1.41  -0.04  3.05  -0.016
S  0.82  -1.83  2.59  -0.108
S  1.79  -3.44  1.79  -0.043
C  -0.42  -5.61  -0.04  -0.105
C  -1.85  -5.67  0.46  -0.228
O  -2.49  -4.37  0.64  -0.298
P  -2.14  -3.02  -0.11  0.098
O  -0.73  -2.51  0.12  -0.576
Te  -3.51  -1.26  0.56  0.720
O  -2.16  -3.40  -1.67  -0.279
C  -3.41  -3.76  -2.28  -0.290
C  -3.13  -4.06  -3.74  -0.068
H  -0.04  -6.63  -0.07  0.082
H  0.21  -5.01  0.61  -0.032
H  -0.36  -5.20  -1.05  0.069
H  -1.89  -6.12  1.45  0.122
H  -2.50  -6.24  -0.21  0.108
H  -4.11  -2.93  -2.16  0.090
H  -3.82  -4.64  -1.76  0.113
H  -2.71  -3.19  -4.23  0.059
H  -4.06  -4.33  -4.25  0.077
H  -2.43  -4.89  -3.83  0.079
F  -1.46  5.87  -2.74  0.102
C  -1.44  4.79  -1.95  -0.151
C  -2.58  4.36  -1.28  -0.144
F  -3.73  5.04  -1.42  0.109
C  -2.53  3.25  -0.47  -0.144
F  -3.67  2.87  0.14  0.104
C  -1.38  2.47  -0.26  -0.295
O  -1.50  1.43  0.53  -0.351
C  -0.25  2.93  -0.96  -0.131
F  0.94  2.29  -0.89  0.091
C  -0.28  4.05  -1.78  -0.146
F  0.84  4.42  -2.42  0.107

***

Density functional theory data (the ωB97M-V functional and the def2-TZVPD basis) for the molecule C6H14O2.

## Properties
Relative energy (zero: lowest compared OMol25 entry of this formula, charge and spin) in kcal per mole: 11.3
SMILES string: C[C@@H](O)CC(C)(C)O

Last column: Löwdin charge in e.
Element x y z (Å)
C  0.95  -0.16  -2.12  -0.059
C  0.12  -1.20  -1.38  -0.419
O  1.01  -2.16  -0.81  -0.057
C  -0.82  -0.66  -0.29  -0.089
C  -0.20  0.25  0.81  -0.597
C  -0.11  1.71  0.36  -0.034
C  -1.05  0.17  2.08  -0.039
O  1.11  -0.22  1.13  -0.042
H  1.76  0.24  -1.49  0.077
H  0.33  0.67  -2.48  0.080
H  1.44  -0.62  -2.98  0.081
H  -0.49  -1.73  -2.11  0.139
H  1.40  -1.72  -0.02  0.075
H  -1.23  -1.54  0.21  0.125
H  -1.67  -0.14  -0.75  0.127
H  0.66  1.87  -0.39  0.072
H  -1.07  2.07  -0.04  0.092
H  0.16  2.36  1.20  0.083
H  -1.02  -0.84  2.51  0.091
H  -2.10  0.43  1.89  0.091
H  -0.66  0.84  2.86  0.082
H  1.48  0.37  1.82  0.119

***

Density functional theory data (the ωB97M-V functional and the def2-TZVPD basis) for the molecule C4H8O2.

## Properties
Relative energy (zero: lowest compared OMol25 entry of this formula, charge and spin) in kcal per mole: 36.3
SMILES string: C[C@H]1CO[C@H]1O

Last column: Löwdin charge in e.
Element x y z (Å)
C  -0.51  1.25  0.89  -0.062
C  -0.23  -0.19  0.52  -0.263
C  -0.86  -0.76  -0.76  -0.139
O  0.43  -1.13  -1.28  -0.053
C  1.11  -0.52  -0.18  -0.385
O  1.91  0.54  -0.59  0.024
H  0.09  1.56  1.75  0.083
H  -1.57  1.38  1.15  0.081
H  -0.28  1.93  0.06  0.077
H  -0.40  -0.85  1.38  0.139
H  -1.51  -1.63  -0.64  0.117
H  -1.35  -0.02  -1.40  0.121
H  1.78  -1.21  0.34  0.154
H  1.45  0.95  -1.34  0.106

***

| no. | F_max (eV/Å) |
| --- | --- |
| 1 | 1.22 |
| 2 | 4.00 |
| 3 | 2.88 |
| 4 | 1.54 |
| 5 | 8.46 |
| 6 | 6.97 |
| 7 | 6.23 |
| 8 | 0.60 |
| 9 | 6.27 |
| 10 | 2.14 |
| 11 | 0.81 |
| 12 | 0.36 |